<i>
This record from the Open Molecules 2025 dataset describes a cluster of 13 separate species, C3H31O13 in total. The level of theory is ωB97M-V/def2-TZVPD.

Output
Charge: -1

Positions of all 47 atoms, in Å:
C 1.458 0.270 0.767
C 0.876 0.662 -0.557
C 0.892 -0.357 -1.667
O -0.495 0.955 -0.429
H 1.161 1.070 1.476
H 2.531 0.366 0.725
H 1.125 -0.644 1.208
H 1.349 1.548 -0.923
H 1.934 -0.566 -1.989
H 0.253 -0.158 -2.514
H 0.545 -1.168 -1.076
O 0.248 3.567 0.759
H 0.467 2.720 0.396
H 0.529 3.441 1.666
O 0.514 -3.187 0.821
H 0.468 -3.388 -0.095
H -0.033 -2.371 0.738
O 0.945 -3.714 -1.958
H 1.089 -2.781 -2.098
H -0.019 -3.685 -2.086
O 0.589 3.003 3.379
H -0.080 2.468 2.973
H 1.282 2.328 3.442
O -1.468 -1.252 0.859
H -1.210 -0.630 0.172
H -2.322 -1.638 0.604
O 0.891 0.051 4.492
H 1.666 -0.494 4.522
H 0.246 -0.568 4.069
O -2.235 -1.271 -2.738
H -2.165 -2.107 -2.279
H -2.131 -1.560 -3.645
O 1.246 2.314 -4.838
H 0.769 2.126 -4.016
H 1.187 1.429 -5.313
O -0.885 2.163 -2.690
H -0.676 1.664 -1.856
H -1.580 2.771 -2.382
O -1.467 1.503 1.946
H -1.100 1.293 1.095
H -1.225 0.813 2.567
O -3.255 0.712 -1.104
H -3.125 0.126 -1.848
H -2.386 0.842 -0.785
O 1.384 -2.642 3.559
H 1.203 -2.620 2.629
H 1.010 -3.403 4.025



<ii>
This record from the Open Molecules 2025 dataset describes a cluster of 13 separate species, C3H31O13 in total. The level of theory is ωB97M-V/def2-TZVPD.

Output
Charge: -1

Positions of all 47 atoms, in Å:
C 1.165 -0.268 1.675
C -0.159 -0.092 0.970
C -0.716 1.346 0.906
O -0.184 -0.595 -0.316
H 1.418 0.372 2.594
H 1.922 0.065 0.994
H 1.369 -1.234 1.941
H -0.947 -0.679 1.508
H -1.611 1.425 0.295
H 0.018 2.085 0.615
H -1.112 1.724 1.792
O 2.164 0.520 -1.328
H 1.277 0.248 -0.996
H 2.716 0.096 -0.678
O 2.798 -2.654 -0.821
H 2.230 -2.516 -1.611
H 3.021 -1.799 -0.587
O -3.956 0.957 -1.647
H -3.350 0.266 -1.406
H -4.137 1.310 -0.791
O -3.077 3.619 0.327
H -2.562 3.132 -0.271
H -3.799 4.083 -0.092
O -4.725 1.627 0.896
H -5.455 2.017 0.443
H -4.062 2.356 1.048
O 4.250 -0.660 0.152
H 4.936 -1.298 0.028
H 4.435 -0.181 0.979
O 2.314 -3.759 1.580
H 2.708 -3.578 0.725
H 1.950 -4.628 1.433
O -2.815 -1.247 -0.589
H -2.046 -0.695 -0.499
H -3.360 -1.096 0.213
O 3.064 2.878 0.225
H 2.200 2.789 0.558
H 3.090 3.850 0.211
O -0.989 0.861 -2.347
H -0.740 0.594 -1.506
H -1.268 1.774 -2.166
O 0.703 -1.872 -2.514
H 0.780 -1.131 -3.090
H 0.440 -1.494 -1.667
O -0.240 -3.070 0.937
H 0.636 -3.237 1.311
H -0.292 -2.224 0.548



Most stable to least stable: <i>, <ii>



<i>
This record from the Open Molecules 2025 dataset describes the ion C5H12NO with charge +1. The level of theory is ωB97M-V/def2-TZVPD.

Output
Charge: +1
SMILES: CC(C)[C@H]([NH3+])C=O

Positions of all 19 atoms, in Å:
C 1.448 -0.748 -1.161
C 0.128 -0.717 -0.367
C 0.273 -1.314 1.049
C -0.641 0.560 -0.374
N 0.126 1.685 0.290
C -2.028 0.604 0.258
O -2.415 1.645 0.713
H 2.284 -0.534 -0.498
H 1.452 -0.045 -1.996
H 1.602 -1.765 -1.503
H -0.563 -1.429 -0.844
H -0.622 -1.140 1.647
H 1.103 -0.865 1.598
H 0.397 -2.393 1.004
H -0.780 0.929 -1.396
H 0.526 1.392 1.182
H 0.884 1.967 -0.329
H -0.527 2.470 0.438
H -2.647 -0.301 0.290



<ii>
This record from the Open Molecules 2025 dataset describes the ion C5H12NO with charge +1. The level of theory is ωB97M-V/def2-TZVPD.

Output
Charge: +1
SMILES: CC[N@@H+]1C[C@]1(C)O

Positions of all 19 atoms, in Å:
C 2.625 0.020 -0.052
C 1.323 0.022 0.606
N 0.145 0.122 -0.360
C -0.652 1.279 -0.449
C -1.290 0.108 0.147
C -2.272 -0.710 -0.498
O -1.312 -0.067 1.522
H 2.850 -0.959 -0.457
H 2.795 0.802 -0.864
H 3.424 0.263 0.727
H 1.283 0.876 1.320
H 1.121 -0.890 1.164
H 0.434 -0.327 -1.278
H -1.032 1.474 -1.398
H -0.401 1.997 0.342
H -1.812 -1.712 -0.633
H -2.752 -0.351 -1.481
H -3.151 -0.943 0.039
H -1.325 -1.003 1.604



Most stable to least stable: <i>, <ii>



<i>
This record from the Open Molecules 2025 dataset describes a cluster of 4 separate species, C6H8O3 in total. The level of theory is ωB97M-V/def2-TZVPD.

Output
Charge: 0

Positions of all 17 atoms, in Å:
C 0.805 -1.765 1.209
C -0.030 -0.607 0.566
C 0.782 0.742 0.697
C -0.153 1.733 -0.018
C -1.035 1.163 -1.157
C -0.770 -0.194 -1.707
H 2.221 -1.189 1.528
H 0.171 -2.313 2.518
H 0.517 -2.639 -0.060
H -1.117 -0.445 0.772
H 1.375 0.871 1.663
H 1.801 0.487 0.044
H -1.455 1.910 -2.004
H -1.956 0.878 -0.540
O -0.323 2.962 0.162
O -0.954 -0.712 -2.812
O 0.121 -0.883 -0.861



<ii>
This record from the Open Molecules 2025 dataset describes the molecule C6H8O3. The level of theory is ωB97M-V/def2-TZVPD.

Output
Charge: 0
SMILES: O=C1O[C@H]2CCC[C@@H]1O2

Positions of all 17 atoms, in Å:
O 1.374 -1.701 1.875
C 0.498 -0.972 1.469
O 0.190 0.262 1.935
C -0.770 0.796 1.038
C -0.204 1.500 -0.206
C 0.698 0.548 -1.058
C 0.136 -0.899 -1.110
C -0.409 -1.280 0.279
O -1.476 -0.369 0.525
H -1.468 1.457 1.533
H -1.058 1.834 -0.795
H 0.417 2.366 0.101
H 1.692 0.443 -0.589
H 0.859 0.911 -2.058
H -0.633 -0.984 -1.915
H 0.923 -1.596 -1.352
H -0.770 -2.315 0.329



Most stable to least stable: <ii>, <i>



<i>
This record from the Open Molecules 2025 dataset describes the molecule C2H7N3S2. The level of theory is ωB97M-V/def2-TZVPD.

Output
Charge: 0
SMILES: CN=C(NS)NS

Positions of all 14 atoms, in Å:
C -0.377 2.242 0.345
N 0.459 1.165 0.794
C 0.323 0.015 0.259
N 1.262 -0.995 0.498
S 0.739 -2.545 0.929
N -0.697 -0.315 -0.600
S -0.539 -1.306 -1.968
H 0.095 3.204 0.601
H -0.541 2.259 -0.726
H -1.349 2.220 0.863
H 1.955 -0.645 1.167
H 1.329 -3.206 -0.072
H -1.513 0.322 -0.560
H -1.147 -2.415 -1.531



<ii>
This record from the Open Molecules 2025 dataset describes the molecule C2H7N3S2. The level of theory is ωB97M-V/def2-TZVPD.

Output
Charge: 0
SMILES: CS/C(=N/S)NN

Positions of all 14 atoms, in Å:
C -1.126 -2.746 -0.020
S 0.571 -1.842 0.048
C 0.145 -0.113 -0.056
N -0.887 0.273 -0.795
S -1.060 2.045 -0.367
N 1.247 0.342 0.843
N 1.841 1.713 0.600
H -1.783 -2.333 0.713
H -1.458 -2.332 -1.023
H -1.095 -3.744 0.185
H -2.459 2.121 -0.724
H 1.937 -0.550 0.778
H 1.663 1.938 -0.378
H 1.488 2.511 1.480



Most stable to least stable: <i>, <ii>